{"formula": "C4H9FN", "method": "wB97M-V/def2-TZVPD", "elements": ["C", "C", "N", "C", "C", "F", "H", "H", "H", "H", "H", "H", "H", "H", "H"], "xyz": [[0.819, 1.369, 0.395], [0.129, 0.047, -0.151], [1.041, -0.931, -0.528], [-1.329, 0.008, -0.747], [-1.061, -0.472, 0.651], [-1.609, 0.293, 1.699], [1.157, 2.092, -0.336], [1.579, 1.119, 0.996], [0.066, 1.873, 1.006], [1.573, -1.216, 0.315], [1.430, -0.884, -1.468], [0.670, -1.949, -0.619], [-1.315, -0.756, -1.423], [-1.954, 0.922, -0.805], [-1.196, -1.514, 1.014]], "atomic_forces_ev_per_a": [[-3.973, -0.275, -2.302], [-3.018, 4.401, 2.202], [0.137, -5.768, -0.184], [1.608, 1.562, 2.815], [-1.095, -0.059, 1.281], [1.121, -0.313, -1.491], [-0.003, -0.206, -0.536], [3.009, -0.999, 2.366], [0.099, -0.071, -0.067], [1.343, 1.056, -0.845], [1.252, 0.825, 0.247], [-0.671, 1.774, -0.070], [-1.058, -1.676, -2.149], [0.786, -0.721, -0.407], [0.464, 0.472, -0.861]], "nbo_charge": [-0.60, 0.03, -0.68, -0.42, 0.19, -0.33, 0.24, 0.21, 0.26, 0.47, 0.46, 0.44, 0.22, 0.29, 0.21], "spin_multiplicity": 1, "orbital_gap_ha": 0.416, "fmax_ev_per_a": 5.77, "charge": 1}

{"formula": "C4H9FN", "method": "wB97M-V/def2-TZVPD", "elements": ["C", "C", "N", "C", "C", "F", "H", "H", "H", "H", "H", "H", "H", "H", "H"], "xyz": [[1.697, -0.425, 0.044], [0.339, 0.073, -0.036], [0.242, 1.577, 0.183], [-0.849, -0.639, -0.160], [-2.686, -0.665, -0.142], [-3.171, 0.597, -0.022], [2.088, -0.354, 1.177], [2.403, 0.047, -0.567], [1.618, -1.493, -0.371], [-0.673, 1.756, 0.793], [0.170, 2.159, -0.669], [1.125, 1.895, 0.787], [-0.528, -1.693, -0.523], [-2.775, -1.197, -1.057], [-2.828, -1.347, 0.616]], "atomic_forces_ev_per_a": [[0.338, -2.797, 1.957], [-4.658, 0.314, -0.306], [-0.423, 0.778, 3.406], [0.991, -1.123, -0.915], [5.637, 2.077, -1.098], [-0.197, -1.049, -0.091], [-0.775, -0.540, -2.455], [0.992, 1.068, -0.968], [0.585, 1.322, 1.214], [2.387, -0.169, -1.603], [0.188, -0.473, 0.359], [-2.425, -0.529, -1.629], [-0.869, 1.482, 1.035], [-0.885, 0.420, -1.208], [-0.885, -0.780, 2.304]], "nbo_charge": [-0.68, 0.08, -0.74, -0.23, 0.14, -0.32, 0.24, 0.24, 0.27, 0.47, 0.46, 0.46, 0.23, 0.19, 0.19], "spin_multiplicity": 1, "orbital_gap_ha": 0.385, "fmax_ev_per_a": 6.11, "charge": 1}

{"formula": "C4H9FN2S", "method": "wB97M-V/def2-TZVPD", "elements": ["C", "C", "S", "C", "N", "N", "H", "H", "H", "H", "H", "H", "C", "F", "H", "H", "H"], "xyz": [[1.935, 1.438, 0.155], [2.202, 0.435, -0.995], [2.012, -1.307, -0.371], [0.396, -0.916, 0.381], [0.074, 0.336, 1.003], [0.710, 1.359, 0.891], [2.842, 1.346, 0.752], [1.904, 2.558, -0.232], [1.481, 0.456, -1.779], [3.183, 0.401, -1.504], [-0.073, -1.788, 1.053], [-0.120, -0.943, -0.520], [-3.335, -0.620, 0.229], [-2.949, -1.936, 0.310], [-2.794, -0.121, 0.976], [-3.101, -0.125, -0.767], [-4.365, -0.573, 0.419]], "atomic_forces_ev_per_a": [[1.898, 1.834, -2.717], [-0.187, -1.286, 0.355], [0.693, 0.732, 1.055], [-0.080, -2.622, 1.485], [-1.009, -0.771, 0.525], [0.279, 0.762, 0.794], [-0.398, 0.306, 0.745], [0.344, -2.286, 0.490], [-0.707, 0.586, -0.649], [-0.297, 0.692, 0.693], [1.446, 1.937, -1.474], [-2.033, 0.098, -1.312], [0.884, 0.468, -1.632], [0.235, -0.616, -0.539], [0.672, 0.995, 1.031], [-0.187, -0.988, 0.968], [-1.553, 0.158, 0.181]], "nbo_charge": [-0.32, -0.53, 0.15, -0.45, -0.12, -0.11, 0.24, 0.22, 0.21, 0.24, 0.26, 0.22, -0.12, -0.37, 0.18, 0.15, 0.16], "spin_multiplicity": 1, "orbital_gap_ha": 0.336, "fmax_ev_per_a": 3.79}

Number 1: E_HOMO -15.5 eV. Number 2: E_HOMO -14.3 eV. Number 3: E_HOMO -8.6 eV.